[1]
2 unconnected molecules or ions with the total composition CH6N2O2. Source: OMol25; level of theory: ωB97M-V with the def2-TZVPD basis set.

```
11
Properties=species:S:1:pos:R:3:forces:R:3
N -0.9122 0.0821 0.6669 0.0 -0.1 0.0
C 0.4175 0.3716 0.8427 0.0 0.3 0.0
O 0.9702 1.0514 -0.2154 0.0 0.0 0.2
O 1.0668 0.1189 1.8180 0.0 -0.2 -0.1
H -1.2414 -0.6138 1.3192 -0.1 0.1 0.0
H -1.2116 -0.0799 -0.2897 0.0 -0.2 0.1
H 0.2819 1.5555 -0.6657 0.0 -0.1 -0.1
N -1.0391 -1.2339 -2.1768 0.1 0.1 -0.2
H -1.0504 -2.2379 -2.3241 -0.1 0.0 0.1
H -0.0765 -0.9455 -2.3304 0.0 0.0 0.0
H -1.5797 -0.8362 -2.9384 0.0 0.0 0.0
```
Positions in Å, forces in eV/Å.

Charge ... 0
LUMO ... 0.4832 eV
ΔE to the lowest compared entry with this formula, charge and spin ... 44.1 kJ/mol
SMILES ... NC(=O)O.N
HOMO-LUMO gap ... 10.756 eV



[2]
A molecular structure, C20H26InN4O3. Source: OMol25; level of theory: ωB97M-V with the def2-TZVPD basis set.

```
54
Properties=species:S:1:pos:R:3:forces:R:3
In 0.3818 -0.3545 0.6065 0.1 0.0 0.0
O 0.8024 0.6461 -3.7221 0.0 0.0 0.0
C -0.2415 -0.0859 -4.2279 0.0 0.0 0.0
C -0.4449 -0.1770 -5.5977 0.0 0.0 0.0
C -1.5279 -0.8798 -6.0984 0.0 0.0 0.0
C -2.4260 -1.4913 -5.2357 0.0 0.0 0.0
C -2.2225 -1.3973 -3.8710 0.0 0.0 0.0
C -1.1290 -0.7091 -3.3484 0.0 0.0 0.0
C -0.9437 -0.6590 -1.8823 0.0 0.0 0.0
O 0.2812 -0.7748 -1.4310 0.0 0.0 0.0
N -2.0187 -0.5176 -1.1500 0.1 0.0 0.0
N -1.7014 -0.5027 0.1984 -0.1 0.0 0.0
C -2.6393 -0.5645 1.0732 0.0 0.0 0.0
C -2.4374 -0.5778 2.5054 0.0 0.0 0.0
C -3.6165 -0.5472 3.2760 0.0 0.0 0.0
C -3.5949 -0.5783 4.6481 0.0 0.0 0.0
C -2.3609 -0.6563 5.2944 0.0 0.0 0.0
C -1.1885 -0.6984 4.5724 0.0 0.0 0.0
C -1.1857 -0.6558 3.1725 0.0 0.0 0.0
O 0.0118 -0.7014 2.5776 0.0 0.1 0.0
H 1.2702 1.0500 -4.4615 0.0 0.0 0.0
H 0.2467 0.3134 -6.2742 0.0 0.0 0.0
H -1.6699 -0.9439 -7.1689 0.0 0.0 0.0
H -3.2738 -2.0383 -5.6231 0.0 0.0 0.0
H -2.9091 -1.8652 -3.1794 0.0 0.0 0.0
H -3.6617 -0.6180 0.7009 0.0 0.0 0.0
H -4.5647 -0.4984 2.7539 0.0 0.0 0.0
H -4.5148 -0.5506 5.2140 0.0 0.0 0.0
H -2.3187 -0.6891 6.3755 0.0 0.0 0.0
H -0.2305 -0.7678 5.0706 0.0 0.0 0.0
C 0.6075 2.5052 1.7515 0.0 0.0 0.0
N 0.9759 1.8132 0.4984 0.0 0.0 0.0
C 0.3097 2.4647 -0.6534 0.0 0.0 0.0
C 2.4442 1.7883 0.3025 0.0 0.0 0.0
C 3.1026 0.6955 1.1298 0.0 0.0 0.0
N 2.6076 -0.6572 0.7714 0.0 0.0 0.0
C 2.9789 -1.6187 1.8344 0.0 0.0 0.0
C 3.1692 -1.1055 -0.5245 0.0 0.0 0.0
H 0.9161 3.5528 1.7066 0.0 0.0 0.0
H 1.0754 2.0217 2.6068 0.0 0.0 0.0
H -0.4724 2.4563 1.8853 0.0 0.0 0.0
H 0.6486 3.4997 -0.7469 0.0 0.0 0.0
H -0.7682 2.4588 -0.4940 0.0 0.0 0.0
H 0.5347 1.9168 -1.5679 0.0 0.0 0.0
H 2.8741 2.7585 0.5679 0.0 0.0 0.0
H 2.6308 1.6273 -0.7595 0.0 0.0 0.0
H 2.8945 0.8466 2.1903 0.0 0.0 0.0
H 4.1880 0.7350 0.9988 0.0 0.0 0.0
H 4.0648 -1.6394 1.9566 0.0 0.0 0.0
H 2.6365 -2.6133 1.5551 0.0 0.0 0.0
H 2.5006 -1.3319 2.7680 0.0 0.0 0.0
H 4.2607 -1.1232 -0.4668 0.0 0.0 0.0
H 2.8455 -0.4550 -1.3333 0.0 0.0 0.0
H 2.8029 -2.1056 -0.7448 0.0 0.0 0.0
```
Positions in Å, forces in eV/Å.

Charge ... +1
LUMO ... -2.7139 eV
ΔE to the lowest compared entry with this formula, charge and spin ... 0.0 kJ/mol
HOMO-LUMO gap ... 8.050 eV



[3]
A molecular structure, C25H36N4Pd. Source: OMol25; level of theory: ωB97M-V with the def2-TZVPD basis set.

```
66
Properties=species:S:1:pos:R:3:forces:R:3
Pd -0.3264 -0.3826 0.3623 0.3 -0.4 -0.4
C 1.4248 0.3030 3.1626 0.0 0.0 0.0
C 0.7449 -0.8141 2.4130 0.0 0.1 -0.1
C 1.5159 -1.6332 1.5258 -0.1 0.1 0.0
C 2.9980 -1.3998 1.4388 0.0 0.0 0.0
C 0.9152 -2.6830 0.7997 0.1 0.0 0.0
C 1.7464 -3.5890 -0.0702 0.0 0.0 0.0
C -0.4738 -2.8531 0.8810 -0.1 0.1 0.0
C -1.1214 -4.0027 0.1598 0.0 0.0 0.0
C -1.2626 -1.9890 1.7168 -0.1 0.1 0.1
C -2.7596 -2.1427 1.7966 0.0 0.0 0.0
C -0.6282 -1.0744 2.5953 -0.1 0.0 0.2
C -1.4371 -0.3702 3.6535 0.0 -0.1 0.0
H 1.9059 -0.0682 4.0707 0.0 0.0 0.0
H 0.7195 1.0780 3.4472 0.0 0.0 0.0
H 2.1910 0.7705 2.5481 0.0 0.0 0.0
H 3.2359 -0.6604 0.6691 0.0 0.0 0.0
H 3.5287 -2.3153 1.1949 0.0 0.0 0.0
H 3.3955 -1.0303 2.3800 0.0 0.0 0.0
H 2.1732 -4.4072 0.5157 0.0 0.0 0.0
H 2.5739 -3.0568 -0.5342 0.0 0.0 0.0
H 1.1575 -4.0392 -0.8651 0.0 0.0 0.0
H -1.0641 -3.8954 -0.9253 0.0 0.0 0.0
H -2.1614 -4.1372 0.4320 0.0 0.0 0.0
H -0.5944 -4.9241 0.4114 0.0 0.0 0.0
H -3.0331 -2.8762 2.5592 0.0 0.0 0.0
H -3.1863 -2.4695 0.8519 0.0 0.0 0.0
H -3.2347 -1.2011 2.0597 0.0 0.0 0.0
H -2.0988 0.3905 3.2359 0.0 0.0 0.0
H -0.8028 0.1025 4.3958 0.0 0.0 0.0
H -2.0658 -1.0908 4.1762 0.0 0.0 0.0
C -0.3774 5.0057 -0.0710 0.0 0.0 0.0
C -0.6969 4.0827 1.0871 0.0 0.0 0.0
N -0.3773 2.7098 0.7039 0.0 0.0 0.0
C 0.5974 2.3813 -0.1699 0.0 0.0 0.0
N 0.7973 1.0941 -0.4445 0.0 0.1 0.0
C 1.7407 0.7367 -1.4991 0.0 0.0 0.0
C 2.9487 1.6555 -1.4436 0.0 0.0 0.0
C 2.4768 3.0848 -1.5895 0.0 0.0 0.0
N 1.3419 3.3588 -0.7065 0.0 0.0 0.0
C 1.0625 4.7828 -0.4807 0.0 0.0 0.0
H -0.5186 6.0457 0.2183 0.0 0.0 0.0
H -1.0449 4.7943 -0.9088 0.0 0.0 0.0
H -1.7526 4.1206 1.3474 0.0 0.0 0.0
H -0.1233 4.3675 1.9724 0.0 0.0 0.0
H -1.0471 1.9826 0.8927 0.0 0.0 0.0
H 1.2668 0.7953 -2.4867 0.0 0.0 0.0
H 2.0461 -0.3000 -1.3465 0.0 0.0 0.0
H 3.6552 1.4186 -2.2382 0.0 0.0 0.0
H 3.4603 1.5253 -0.4872 0.0 0.0 0.0
H 2.1790 3.2912 -2.6215 0.0 0.0 0.0
H 3.2732 3.7844 -1.3325 0.0 0.0 0.0
H 1.2839 5.3040 -1.4125 0.0 0.0 0.0
H 1.7473 5.1651 0.2816 0.0 0.0 0.0
N -1.7645 0.0161 -0.8764 -0.1 0.1 0.3
C -1.9918 -0.6204 -1.9828 0.1 0.0 -0.1
C -3.1979 -0.2613 -2.6954 0.0 0.0 0.0
C -3.5281 -0.8840 -3.8696 0.0 0.0 0.0
C -2.6592 -1.8486 -4.3850 0.0 0.0 0.0
C -1.4580 -2.2155 -3.7422 0.0 0.0 0.0
C -1.1266 -1.6265 -2.5607 0.0 0.0 0.0
H -3.8216 0.5038 -2.2518 0.0 0.0 0.0
H -4.4355 -0.6301 -4.3990 0.0 0.0 0.0
H -2.9113 -2.3319 -5.3218 0.0 0.0 0.0
H -0.8137 -2.9556 -4.1963 0.0 0.0 0.0
H -0.2065 -1.8718 -2.0421 0.0 0.0 0.0
```
Positions in Å, forces in eV/Å.

Charge ... +2
LUMO (spin up / spin down) ... -8.3868 / -8.3870 eV
HOMO-LUMO gap (spin up / spin down) ... 5.830 / 5.829 eV



[4]
A molecular structure, C12H13Br2FeIN5O. Source: OMol25; level of theory: ωB97M-V with the def2-TZVPD basis set.

```
35
Properties=species:S:1:pos:R:3:forces:R:3
Fe -0.5785 -0.8511 1.2876 0.0 0.2 -0.1
Br -2.0133 1.0868 3.9668 0.0 0.1 -0.1
C -0.3432 0.3981 4.5654 0.1 -0.1 0.2
Br 1.0144 0.3611 3.1641 0.1 0.1 0.1
H -0.4647 -0.6332 4.8783 0.0 0.0 0.0
H 0.0513 1.0435 5.3403 0.0 -0.1 0.0
I -1.5576 -2.6722 2.7108 -0.1 -0.2 0.2
N 5.6406 -0.6792 -0.6233 0.1 0.1 0.0
C 4.5950 -1.1512 -0.6207 0.0 -0.1 0.0
C 3.2831 -1.7357 -0.6260 0.0 0.1 0.1
C 2.9806 -2.8485 -1.4036 0.0 0.0 0.0
C 1.6924 -3.3500 -1.3637 0.0 0.0 0.0
C 0.7520 -2.7247 -0.5647 0.1 0.0 0.1
N 1.0438 -1.6543 0.1903 0.2 -0.1 -0.2
C 2.2865 -1.1765 0.1618 0.0 0.0 0.0
H 3.7445 -3.3050 -2.0179 0.0 0.0 0.0
H 1.4118 -4.2175 -1.9425 0.0 0.0 0.0
H -0.2663 -3.0848 -0.5023 0.0 0.0 0.0
H 2.5052 -0.3181 0.7843 0.0 0.0 0.0
C -2.7792 0.2830 -2.8321 0.0 0.0 0.0
N -2.1064 1.0865 -1.8083 0.0 0.1 0.0
C -1.9786 2.4363 -1.9107 0.0 0.0 0.0
C -1.3476 3.1677 -0.9693 0.0 -0.1 0.0
C -0.8139 2.4700 0.1583 0.0 0.1 0.0
N -0.9401 1.1465 0.2579 0.0 -0.1 -0.1
C -1.5786 0.4501 -0.7199 0.1 -0.2 0.2
O -1.6582 -0.7832 -0.5876 -0.1 0.1 -0.2
N -0.1884 3.1267 1.1302 0.1 0.0 0.0
H -3.2651 0.9614 -3.5271 0.0 0.0 0.0
H -3.5190 -0.3568 -2.3581 0.0 0.0 0.0
H -2.0533 -0.3340 -3.3576 0.0 0.0 0.0
H -2.4177 2.8826 -2.7920 0.0 0.0 0.0
H -1.2622 4.2378 -1.0654 0.0 0.0 0.0
H -0.0536 4.1207 1.0812 0.0 0.0 0.0
H 0.1845 2.6177 1.9153 0.0 0.0 0.1
```
Positions in Å, forces in eV/Å.

Expectation value of S² ... 6.011
Charge ... +1
LUMO (spin up / spin down) ... -3.0742 / -3.4303 eV
ΔE to the lowest compared entry with this formula, charge and spin ... 0.0 kJ/mol
HOMO-LUMO gap (spin up / spin down) ... 8.376 / 8.109 eV
Multiplicity ... 5